A structure of composition C5H8O, computed with ωB97M-V with the def2-TZVPD basis set.

Atoms and positions in Å:
C1 1.677 0.066 -0.566
C2 0.528 0.164 0.398
C3 -0.168 -1.144 0.494
C4 -1.267 -0.348 -0.302
O1 -2.444 -0.408 0.401
C5 -0.571 1.000 -0.220
H1 1.317 -0.318 -1.541
H2 2.126 1.051 -0.739
H3 2.444 -0.622 -0.193
H4 -2.616 0.420 0.867
H5 -0.673 -1.448 1.410
H6 0.388 -1.976 0.064
H7 -1.126 1.730 0.375
H8 -0.237 1.477 -1.142

HOMO (alpha / beta)   -7.96 / -7.83 eV
Kohn-Sham gap (alpha / beta)   0.304 / 0.299 hartree

***

A cluster of 3 separate species, C4H12N2O in total, computed with ωB97M-V with the def2-TZVPD basis set.

Atoms and positions in Å:
C1 -0.218 -2.678 -0.198
N1 0.300 0.100 -2.258
C2 -0.176 -1.072 -1.977
N2 -0.694 -1.554 -0.808
H1 0.765 -2.907 -0.667
H2 -0.955 -3.436 -0.404
H3 -0.027 -2.552 0.920
H4 2.830 1.937 0.547
H5 -0.055 0.748 -1.465
H6 0.038 -1.856 -2.638
H7 -1.295 -1.012 -0.164
C3 0.468 1.525 1.552
O1 1.638 0.853 0.880
C4 -0.663 2.064 0.624
H8 0.747 2.414 2.296
H9 0.098 0.682 2.142
H10 -1.136 2.722 1.471
H11 -1.402 1.304 0.320
H12 -0.262 2.717 -0.173

Net charge   +1
Multiplicity   2
HOMO (alpha / beta)   -13.63 / -13.62 eV
Kohn-Sham gap (alpha / beta)   0.348 / 0.196 hartree

***

A structure of composition C32H31N4NdOPS2, computed with ωB97M-V with the def2-TZVPD basis set.

Atoms and positions in Å:
Nd1 0.526 -0.076 0.831
S1 0.467 0.653 3.451
C1 2.028 1.471 3.417
C2 2.176 2.724 4.049
C3 3.418 3.309 4.128
C4 3.491 4.619 4.756
N1 3.481 5.658 5.267
C5 4.581 2.642 3.566
C6 4.415 1.467 2.874
C7 3.138 0.857 2.783
S2 2.978 -0.635 1.889
C8 5.909 3.205 3.620
N2 6.987 3.592 3.645
H1 1.312 3.177 4.496
H2 5.241 0.935 2.385
C9 -0.654 2.678 -3.435
C10 -1.184 3.474 -2.234
N3 -0.133 3.970 -1.323
C11 0.278 5.374 -1.483
C12 1.287 5.617 -2.579
C13 0.495 3.118 -0.480
C14 1.716 3.576 0.254
N4 0.009 1.900 -0.243
H3 -1.491 2.334 -4.047
H4 -0.127 1.814 -3.062
H5 0.014 3.262 -4.047
H6 -1.886 2.850 -1.652
H7 -1.758 4.346 -2.593
H8 0.628 5.707 -0.486
H9 -0.646 5.959 -1.689
H10 2.065 4.863 -2.643
H11 1.777 6.610 -2.431
H12 0.785 5.696 -3.551
H13 1.507 4.138 1.166
H14 2.333 4.210 -0.387
H15 2.278 2.665 0.571
H16 -0.871 1.765 -0.758
O1 -1.600 -1.041 0.077
P1 -1.698 -2.587 -0.250
C15 -0.039 -2.998 -0.637
C16 0.555 -4.225 -0.252
C17 1.904 -4.439 -0.445
C18 2.713 -3.484 -1.082
C19 2.164 -2.296 -1.510
C20 0.782 -2.067 -1.336
C21 -2.812 -2.913 -1.595
C22 -4.220 -2.970 -1.371
C23 -5.092 -3.032 -2.448
C24 -4.625 -2.933 -3.754
C25 -3.265 -2.996 -4.000
C26 -2.357 -2.915 -2.936
C27 -2.252 -3.427 1.158
C28 -2.071 -2.812 2.417
C29 -2.263 -3.542 3.609
C30 -2.642 -4.883 3.521
C31 -2.954 -5.450 2.290
C32 -2.811 -4.705 1.116
H17 -0.053 -4.982 0.253
H18 2.331 -5.373 -0.097
H19 3.765 -3.712 -1.319
H20 2.783 -1.503 -1.933
H21 0.335 -1.181 -1.860
H22 -4.617 -2.848 -0.351
H23 -6.145 -3.224 -2.285
H24 -5.314 -2.931 -4.588
H25 -2.891 -3.148 -5.036
H26 -1.296 -2.898 -3.220
H27 -1.721 -1.766 2.456
H28 -2.018 -3.089 4.590
H29 -2.794 -5.501 4.406
H30 -3.294 -6.479 2.240
H31 -3.061 -5.172 0.150

Net charge   +1
Multiplicity   4
HOMO (alpha / beta)   -9.91 / -9.90 eV
Kohn-Sham gap (alpha / beta)   0.242 / 0.242 hartree

***

A structure of composition C60H56IN3O6P3S2Ta, computed with ωB97M-V with the def2-TZVPD basis set.

Atoms and positions in Å:
Ta1 0.423 -1.406 0.079
O1 3.396 0.839 1.114
S1 2.106 0.374 1.474
O2 1.020 0.548 0.430
O3 1.990 -1.145 1.513
C1 1.666 1.085 3.028
C2 2.680 0.945 3.973
C3 2.528 1.526 5.219
C4 1.385 2.260 5.501
C5 0.381 2.390 4.553
C6 0.485 1.799 3.296
P1 -0.802 1.909 2.011
C7 -2.785 3.763 1.113
C8 -2.521 5.240 1.542
C9 -3.556 5.774 2.480
C10 -4.727 5.175 2.690
C11 -5.107 3.983 1.929
C12 -4.224 3.340 1.166
C13 -1.810 0.467 2.443
C14 -2.724 0.086 1.314
C15 -3.842 -0.877 1.796
C16 -3.327 -1.944 2.729
C17 -2.326 -1.652 3.554
C18 -1.638 -0.368 3.478
H1 3.590 0.408 3.733
H2 3.310 1.418 5.958
H3 1.271 2.730 6.470
H4 -0.511 2.955 4.792
H5 -2.326 5.947 0.730
H6 -3.323 6.709 2.979
H7 -5.449 5.607 3.371
H8 -6.145 3.670 1.955
H9 -4.550 2.527 0.521
H10 -3.224 0.981 0.940
H11 -4.521 -0.241 2.379
H12 -3.839 -2.898 2.771
H13 -1.985 -2.373 4.285
H14 -0.931 -0.131 4.265
O4 0.448 -2.954 3.611
C19 0.411 -3.238 2.454
O5 -0.244 -2.468 1.541
C20 1.042 -4.418 1.780
P2 2.020 -3.822 0.335
C21 3.703 -3.687 1.018
C22 4.799 -4.064 0.243
C23 6.085 -3.951 0.748
C24 6.288 -3.469 2.032
C25 5.200 -3.109 2.816
C26 3.912 -3.211 2.313
C27 2.143 -5.300 -0.712
C28 2.117 -5.257 -2.100
C29 2.324 -6.412 -2.841
C30 2.553 -7.619 -2.199
C31 2.580 -7.672 -0.811
C32 2.385 -6.519 -0.071
H15 0.244 -5.043 1.371
H16 1.642 -4.987 2.484
H17 4.651 -4.475 -0.748
H18 6.927 -4.256 0.140
H19 7.292 -3.389 2.430
H20 5.354 -2.758 3.828
H21 3.079 -2.935 2.946
H22 1.917 -4.331 -2.609
H23 2.302 -6.367 -3.922
H24 2.712 -8.519 -2.778
H25 2.763 -8.610 -0.304
H26 2.441 -6.577 1.010
C33 3.810 -2.347 -3.025
C34 3.783 -1.429 -1.807
C35 5.176 -0.901 -1.478
C36 2.807 -0.268 -1.966
C37 2.903 0.476 -3.297
O6 1.524 0.683 -3.669
C38 0.748 0.042 -2.817
N1 1.352 -0.655 -1.893
C39 -0.689 0.339 -3.090
C40 -1.466 -0.569 -3.796
C41 -2.760 -0.232 -4.155
C42 -3.260 1.022 -3.841
C43 -2.463 1.945 -3.180
C44 -1.165 1.631 -2.786
P3 0.004 2.807 -1.974
C45 0.132 4.185 -3.164
C46 -0.903 5.082 -3.432
C47 -0.725 6.107 -4.346
C48 0.494 6.254 -4.999
C49 1.535 5.381 -4.729
C50 1.353 4.354 -3.812
C51 -0.891 3.628 -0.597
C52 0.081 4.445 0.154
C53 -0.028 4.894 1.408
C54 -1.236 4.768 2.285
C55 -1.877 3.351 2.354
C56 -2.137 3.355 -0.189
H27 4.279 -3.302 -2.785
H28 4.395 -1.912 -3.836
H29 2.809 -2.542 -3.410
H30 3.438 -1.993 -0.939
H31 5.568 -0.292 -2.298
H32 5.868 -1.730 -1.329
H33 5.170 -0.294 -0.570
H34 2.959 0.442 -1.153
H35 3.369 -0.094 -4.093
H36 3.376 1.450 -3.214
H37 -1.055 -1.529 -4.074
H38 -3.366 -0.939 -4.709
H39 -4.261 1.299 -4.145
H40 -2.853 2.937 -2.992
H41 -1.846 4.998 -2.905
H42 -1.533 6.799 -4.546
H43 0.631 7.059 -5.710
H44 2.490 5.503 -5.225
H45 2.171 3.676 -3.592
H46 1.012 4.656 -0.364
H47 0.810 5.451 1.814
H48 -1.058 5.227 3.257
H49 -2.510 3.276 3.237
H50 -2.735 2.677 -0.791
C57 -6.718 -0.101 1.001
N2 -5.894 -1.114 0.340
C58 -6.303 -1.892 -0.726
C59 -5.279 -2.721 -1.029
N3 -4.277 -2.441 -0.136
C60 -4.650 -1.457 0.683
S2 -1.838 -0.507 -0.190
H51 -7.629 0.021 0.423
H52 -6.189 0.848 1.035
H53 -6.975 -0.424 2.007
H54 -7.283 -1.789 -1.159
H55 -5.181 -3.475 -1.789
H56 -3.325 -2.803 -0.178
I1 -0.819 -3.312 -1.646

Net charge   +2
HOMO   -12.10 eV
Kohn-Sham gap   0.229 hartree

***

A cluster of 2 separate species, C4H11NO4P in total, computed with ωB97M-V with the def2-TZVPD basis set.

Atoms and positions in Å:
C1 0.917 2.490 -2.038
C2 0.880 0.126 -1.143
C3 -0.804 -1.655 2.208
C4 0.127 1.378 -1.350
N1 -1.778 -1.587 1.120
O1 -2.750 1.862 -0.893
O2 -2.167 2.202 1.715
O3 -3.089 -1.734 1.682
O4 -0.334 1.931 -0.128
P1 -1.958 1.647 0.326
H1 2.061 2.344 -1.720
H2 0.832 2.438 -3.101
H3 0.447 3.407 -1.698
H4 0.855 -0.250 -0.148
H5 1.909 0.216 -1.321
H6 0.545 -0.591 -1.783
H7 -0.674 -0.619 2.622
H8 -1.094 -2.361 2.922
H9 0.090 -1.993 1.752
H10 -0.751 1.258 -1.996
H11 -3.498 -1.901 0.809

Net charge   -1
HOMO (alpha / beta)   -2.19 / -5.20 eV
Kohn-Sham gap (alpha / beta)   0.215 / 0.325 hartree

***

Summary of DFT total energy in Eh
-270.38697; -343.82538; -3231.32331; -5110.46860; -856.04991
(order as listed above)
Summary of ΔE to the lowest compared entry with this formula, charge and spin in eV
4.651; 6.452; 0.000; 0.000; 4.907
(order as listed above)